(1)
Entry from the OMol25 dataset: 5 unconnected molecules or ions with the total composition C27H29Cl9IN2O3PS at a distorted geometry (the ωB97M-V functional and the def2-TZVPD basis).

Element x y z (Å)
H -2.822782 -3.950875 -1.668253
C 4.185115 0.167469 -0.625800
C -0.371316 -0.875579 1.897089
C 7.642745 4.969453 -0.402464
C 3.406430 0.274078 1.671933
C -0.711711 1.521080 0.439059
H 1.667817 1.169529 3.670414
O 0.621542 -3.479337 1.818259
C 3.866360 1.595585 1.740469
C -2.919083 -5.844594 6.451748
C -1.363801 -0.752040 0.902086
H 8.421936 4.393936 0.081684
N -3.089052 0.980497 -3.664984
O 2.803585 -0.332777 2.741862
H 3.751744 2.182772 2.640129
H -2.429890 -2.405072 3.525304
H -0.107398 6.989846 -1.963366
H -1.262723 1.999906 -3.167723
H -3.139796 3.774685 -3.222903
H -1.192976 0.838961 -4.507347
H 0.670049 -3.039361 0.957539
C -2.973262 -0.301805 -3.046594
Cl 0.902326 -3.697417 -1.376209
S -2.420610 -2.118684 0.513885
H 4.279700 -0.393228 -1.543073
H 7.956319 5.996881 -0.539324
H -2.033166 -3.714530 2.439751
C 4.639616 1.488099 -0.562753
H -0.442947 6.110906 -0.452458
C -3.130890 -1.426234 -3.890920
H 0.711702 -5.352814 0.286411
H -3.645550 -6.483686 5.965313
O -5.146639 1.433790 -2.888983
H -2.756892 -6.163108 7.473966
Cl -1.387020 -5.969350 5.576726
C -1.548497 0.431298 0.175665
C 1.568662 0.189775 3.200985
N -2.595726 0.598416 -0.809180
Cl -3.545849 -4.192042 6.470762
I -3.250932 -4.418664 -4.617734
Cl 6.209001 4.954148 0.637626
H 3.228224 -1.458398 0.431759
C -3.057349 -2.732322 -3.396487
Cl -0.976240 4.843500 -2.353273
P -0.050364 -2.397245 2.891145
C 0.473124 -5.307780 -0.769291
H 5.101682 1.964697 -1.410620
H 4.824737 3.227318 0.706078
C 0.472333 0.241744 2.157180
C -2.851171 -2.936331 -2.033083
C -0.034309 6.036942 -1.453172
C -4.017821 1.821271 -3.020636
H 0.888373 2.284455 1.613409
C 4.486367 2.198438 0.633764
Cl 1.659200 5.576935 -1.341432
H -4.549852 3.679739 -2.174927
Cl 7.319263 4.266032 -1.989622
C -1.670893 -3.146417 3.295009
Cl -3.442196 -1.157096 -5.573943
C 0.271297 1.421365 1.417263
Cl -1.247512 -5.646303 -0.964056
H -3.470387 0.664393 -0.285922
C -2.683937 -1.833993 -1.214203
C 3.573809 -0.437623 0.480422
C -1.803033 1.588938 -4.017171
H -0.856918 2.433510 -0.115276
H 1.035220 -6.048079 -1.325143
H -2.958768 3.055902 -1.655997
H -1.563419 -3.854014 4.107419
H 1.256055 -0.500554 3.968906
C -2.739507 -0.520990 -1.688065
C -3.647950 3.171276 -2.480565
H -1.984198 2.350774 -4.768068

Force components x, y, z for each atom (eV/Å):
0.032 0.266 0.192
-0.124 0.265 0.515
0.121 0.243 -0.377
0.053 0.044 0.025
0.188 0.743 -0.677
-0.097 -0.830 0.292
0.268 0.218 -0.179
-0.374 0.543 -0.255
0.209 -0.002 -0.594
-0.025 -0.062 0.029
0.092 0.193 -0.248
-0.045 -0.071 0.002
0.842 0.786 1.322
0.170 -0.357 -0.110
-0.078 -0.103 0.197
-0.011 0.198 0.242
0.024 -0.028 -0.059
0.091 0.024 0.167
-0.008 0.142 -0.211
0.136 -0.185 0.042
0.025 -0.311 -0.207
-0.359 -1.026 -0.984
0.007 0.015 -0.047
-0.163 0.037 -0.174
0.056 -0.082 -0.087
-0.061 0.023 -0.022
-0.081 -0.119 0.023
-0.326 -0.258 0.780
0.000 -0.062 0.007
0.034 -0.119 0.097
-0.034 0.122 0.033
0.001 0.037 -0.066
-0.886 -0.614 0.372
0.049 0.051 0.016
0.007 -0.148 0.102
0.560 0.412 0.210
-0.549 0.169 0.074
-0.071 -0.463 0.600
-0.022 -0.010 0.017
0.002 0.180 0.130
0.458 0.600 -0.025
-0.080 -0.134 -0.009
-0.061 0.387 0.150
0.128 0.157 0.074
0.650 -0.022 1.384
0.069 -0.110 0.092
0.077 0.017 -0.187
-0.284 -0.638 -0.028
-0.625 -0.025 -0.682
-0.151 0.309 -0.760
-0.033 0.120 0.019
-0.307 -0.024 -0.087
0.177 0.057 0.063
-0.515 -0.628 0.100
0.190 -0.009 0.062
-0.175 0.008 0.116
0.010 -0.008 -0.003
-0.192 -0.268 -1.061
0.092 0.017 0.176
-0.140 -0.408 0.107
0.149 -0.331 0.101
-0.091 0.245 -0.115
0.145 0.171 0.437
0.213 0.482 0.020
-0.169 -0.273 -0.387
0.006 0.159 -0.124
-0.023 0.059 -0.108
0.063 -0.092 0.239
0.167 0.233 0.243
0.089 -0.108 0.279
0.051 -0.161 -0.581
0.424 0.076 -0.717
0.037 0.280 0.024

Gap between HOMO and LUMO = 8.471 eV
Molecular weight = 938.6 Da
Total charge = 0
F_max = 0.0341 hartree/bohr
E_tot = -6560.439947 hartree

---

(2)
Entry from the OMol25 dataset: a molecular structure, C42H57AsF3GeN2O3STi at a distorted geometry (the ωB97M-V functional and the def2-TZVPD basis).

Element x y z (Å)
H -2.107160 -5.064799 0.132014
H -1.882318 -3.653788 1.163992
C 1.853461 2.850976 0.644527
H 5.465156 2.312695 1.238686
H -3.324470 0.419984 5.755027
H -2.896810 -3.532584 -0.281771
H 0.648057 1.413167 -3.651815
C -5.859740 -0.469901 1.959306
C 1.087978 3.352084 1.725263
C -0.204169 2.792441 2.258997
H -4.471013 -3.803510 -2.160250
H 3.782858 2.251085 1.708310
C 0.767633 -2.620423 3.459554
C -3.356402 0.279184 4.680843
H -1.810555 0.808103 -4.404114
H -0.490865 1.852857 1.833928
C -4.495602 -1.849453 -3.083298
H 6.514193 -0.065158 1.021576
C 4.508400 0.500554 0.594431
C 5.688816 -1.349291 -0.478395
Ti -0.924888 -0.453374 -0.266891
C 3.288132 4.763996 0.672855
H -3.899385 -3.353596 -4.524129
H -5.049384 0.100621 -3.866909
H 0.253338 -3.539853 3.720775
C 4.559796 -1.599619 -1.250740
O -0.835925 -2.126377 -0.914655
N -2.198842 0.188149 2.597704
H 1.046445 4.872364 3.211110
H -4.999418 -2.480576 -1.085802
C -4.548216 0.018772 4.024045
C 0.979303 -0.699043 2.012850
H 0.776926 2.668815 -2.403327
H 4.586572 -2.399785 -1.984729
C -4.440929 -2.404073 -4.496145
O -3.125846 -1.558498 -2.646902
C 2.478592 -1.000940 3.881859
C 0.124695 2.230207 -3.152595
C -5.040321 -2.870075 -2.105634
C -2.206011 0.343137 3.926843
H 6.840045 -2.923438 -1.411568
H 4.967248 1.261046 2.553220
H -6.083386 -3.094388 -2.349192
H -0.516517 -2.216754 1.820165
C 3.370201 0.186956 -0.169437
H -0.150668 2.665288 3.341568
C 2.875914 3.629226 0.024173
H 2.193103 -2.771802 5.066451
H 4.257093 6.301505 2.804676
H 4.097959 5.349800 0.240698
C 2.683429 5.196154 1.862346
H -0.839821 -5.344888 -1.965552
Ge -1.460383 -1.502954 -3.076307
C -2.196173 1.506431 -3.655742
C -3.333553 -0.057874 1.965768
C 4.667217 1.646248 1.576433
H 1.058901 -4.749560 -0.698163
C -1.186427 1.756414 -2.552415
H -1.001317 2.954333 -0.765936
H -5.094201 -0.030198 -2.087101
H -6.354909 -0.779451 -3.070664
H -1.002676 3.511503 2.060697
H -5.451757 -2.580615 -4.870462
H 7.789249 -1.521634 -0.900347
H 2.548445 -1.974772 -2.736883
H 3.694083 2.233062 -1.448715
H 1.374060 -1.456170 -1.561409
F -6.863275 -0.535929 2.843075
C -4.551989 -0.162518 2.654030
C 0.339680 -1.879990 2.374587
C -1.991512 -3.979141 0.129759
H 3.307174 -0.634334 4.479910
H -5.481192 -0.044268 4.574254
C 1.575825 4.497689 2.339190
H 4.420595 3.826186 -1.464523
O -0.925768 0.456239 -1.836785
F -6.172538 0.475660 1.054144
H 0.418417 -4.414085 0.911539
C -1.725863 2.765063 -1.563029
H -3.137946 1.132048 -3.251552
H 7.203654 -2.665730 0.300606
H -3.953737 -1.694101 -5.171134
H 2.654718 6.613245 3.490390
As 1.671628 1.117047 -0.108569
C -0.792442 -3.615091 -0.718110
H -0.088114 2.998172 -3.896965
C 3.484757 3.289746 -1.318100
H 3.111465 7.300922 1.923606
C 5.633801 -0.296714 0.423476
H 2.805722 3.593487 -2.119709
C 2.042412 -0.265201 2.787922
C 1.851389 -2.188835 4.217392
C 2.272556 -1.153027 -2.080563
H -1.906302 3.707141 -2.085745
H -2.658860 2.431427 -1.117453
C 0.551399 -4.001261 -0.088153
H -0.123595 -3.947207 -2.756414
F -5.809009 -1.655156 1.315833
N 0.512264 0.056537 0.869945
H -1.899419 -4.064016 -2.538817
C 3.197094 6.419841 2.566945
H -1.238512 0.523529 4.392472
S -3.209908 -0.183085 0.200102
H -2.396927 2.446249 -4.169258
C 6.946418 -2.164537 -0.636058
H 1.213404 -3.142714 -0.005880
C -5.288045 -0.555254 -3.024720
C -0.922008 -4.265767 -2.084800
H 2.031244 -0.300384 -2.714989
C 3.404842 -0.843464 -1.129632
H 2.499265 0.683640 2.569086

Force components x, y, z for each atom (eV/Å):
0.013 0.037 0.046
-0.002 0.024 0.020
-0.377 0.117 -0.398
-0.046 -0.056 -0.016
-0.016 -0.008 -0.129
-0.008 -0.028 -0.003
-0.017 0.016 -0.039
0.085 0.044 0.109
0.206 0.049 0.004
0.244 0.257 0.101
-0.054 0.087 0.013
-0.017 -0.076 0.146
0.053 -0.052 0.138
-0.004 0.024 0.212
-0.001 0.033 -0.058
-0.117 -0.379 -0.177
0.020 -0.061 -0.122
-0.112 -0.044 -0.090
0.064 0.177 0.143
0.110 -0.088 -0.044
-1.367 0.548 0.416
0.132 0.342 0.036
-0.026 0.028 -0.001
0.010 -0.052 0.090
0.030 0.102 -0.029
0.049 -0.106 -0.030
0.144 -0.553 -0.435
0.460 -0.067 0.202
0.081 -0.010 -0.064
-0.027 -0.022 -0.062
-0.152 -0.007 0.134
0.011 0.264 -0.290
0.073 0.001 0.104
0.017 0.076 0.053
0.017 -0.009 -0.067
0.188 0.139 0.068
0.055 0.045 0.031
0.067 -0.165 -0.095
-0.103 -0.126 0.111
0.192 -0.071 -0.156
-0.014 0.062 0.057
0.027 -0.041 -0.051
0.144 0.006 0.039
-0.295 -0.144 -0.198
-0.128 -0.019 -0.236
0.045 0.061 -0.018
-0.190 0.007 -0.189
-0.051 0.082 -0.106
-0.054 -0.002 -0.015
-0.128 -0.065 0.109
-0.002 0.060 0.071
-0.013 -0.025 -0.017
-0.056 -0.070 -0.247
-0.191 -0.223 0.147
-0.151 0.148 -0.003
0.051 -0.297 0.007
-0.023 0.021 0.050
0.082 -0.042 -0.025
0.007 0.016 0.014
-0.045 -0.048 -0.030
0.044 0.019 -0.034
0.019 0.008 0.000
0.078 -0.003 0.023
-0.059 -0.031 0.017
0.057 -0.033 -0.028
0.060 -0.107 -0.036
-0.249 -0.073 0.157
0.053 -0.014 -0.254
-0.065 -0.072 -0.194
-0.032 0.124 -0.022
-0.124 0.026 0.089
-0.091 -0.030 -0.089
0.142 -0.005 -0.064
0.079 0.175 0.036
-0.026 0.019 0.049
-0.207 0.088 -0.234
0.020 -0.202 0.036
0.007 0.028 -0.035
0.060 -0.011 0.194
0.078 -0.006 -0.029
-0.040 0.044 -0.057
-0.051 -0.021 0.020
0.003 -0.014 -0.035
0.413 -0.255 0.795
0.002 0.028 -0.070
0.026 0.008 0.022
-0.127 0.140 0.118
-0.005 -0.095 0.037
0.171 0.031 0.114
0.034 0.017 0.040
-0.054 0.216 0.134
-0.015 -0.119 0.045
0.228 0.127 0.031
0.035 -0.045 0.051
-0.094 -0.037 0.019
0.018 0.022 0.011
0.082 -0.043 -0.025
-0.026 0.203 0.007
0.582 -0.251 0.115
0.053 -0.054 0.041
-0.033 -0.056 -0.092
-0.114 -0.035 -0.091
0.040 -0.135 0.147
0.008 -0.007 0.000
-0.083 0.041 0.029
0.046 0.059 0.018
-0.004 0.121 0.000
-0.140 0.138 -0.129
-0.027 0.111 -0.030
0.154 -0.139 -0.035
0.190 0.182 -0.040

Gap between HOMO and LUMO (spin up / spin down) = 7.780 / 5.333 eV
Molecular weight = 922.4 Da
Total charge = +2
Multiplicity = 2
F_max = 0.0298 hartree/bohr
ΔE to the lowest compared entry with this formula, charge and spin = 152.4 kJ/mol
E_tot = -7829.418113 hartree

---

(3)
Entry from the OMol25 dataset: 3 unconnected molecules or ions with the total composition C8H12N5O at a distorted geometry (the ωB97M-V functional and the def2-TZVPD basis).

Element x y z (Å)
C -1.545739 -2.194531 0.844145
N 0.092781 0.776833 3.150227
H -0.544234 0.337510 -2.122259
H -0.443444 -3.800106 0.189536
H -3.017359 1.929379 0.119468
C -0.912458 1.223492 -1.665804
C -0.023560 0.810939 0.701934
C -1.999881 1.808303 0.535438
N -0.846538 -3.172092 1.016520
H -3.265936 -1.143340 1.110922
H 1.732959 0.269449 -0.381742
N -2.288477 -1.230151 0.800299
H -2.290022 2.113165 2.568420
C -0.509866 1.154340 2.005891
C 1.998816 0.095842 1.724436
H -1.899994 1.447058 -2.052579
H 1.771331 -0.044289 3.850139
C 1.282670 0.270470 2.945890
H 2.981817 -0.124474 1.557057
C 1.277275 0.311131 0.613313
H 1.971320 -1.764971 -2.072276
H 1.338266 -1.030498 -3.303193
H -0.302480 2.131733 -1.780603
N -1.739411 1.749319 1.809087
O 1.468844 -0.974537 -2.362575
N -0.983555 1.230247 -0.148009

Force components x, y, z for each atom (eV/Å):
-1.289 -0.899 0.153
-0.816 0.954 -1.261
0.610 -0.721 0.254
-1.502 1.977 2.479
1.042 0.553 0.166
-0.301 2.252 1.820
-0.295 0.890 3.113
-0.393 -1.606 -2.244
1.856 -1.377 -2.452
0.940 -0.767 -0.381
-0.169 -0.339 0.324
-0.171 0.880 0.248
-0.340 0.003 0.022
1.057 -1.525 -1.073
-3.475 0.873 0.877
-0.185 -0.047 0.109
0.232 -0.045 0.332
1.647 -0.611 0.943
2.445 -0.866 0.587
-0.259 0.855 -2.957
-0.464 0.671 -0.580
0.171 -0.297 -0.588
0.106 -0.643 -0.998
0.876 -0.032 2.095
0.305 -0.423 1.093
-1.628 0.288 -2.079

Gap between HOMO and LUMO = 9.376 eV
Molecular weight = 194.2 Da
Total charge = +1
F_max = 0.0717 hartree/bohr
ΔE to the lowest compared entry with this formula, charge and spin = 1.2 kJ/mol
E_tot = -660.800692 hartree